--- i ---
Molecular formula: C20H60O10
Method: DFT, the ωB97M-V functional and the def2-TZVPD basis

Results
SMILES string: CCO.CCO.CCO.CCO.CCO.CCO.CCO.CCO.CCO.CCO
Spin multiplicity: 1
E_HOMO in eV: -9.6
Frontier orbital gap in Ha: 0.36004

Structure (XYZ):
```
90
C20H60O10 (the ωB97M-V functional and the def2-TZVPD basis)
C 0.080 -0.784 0.636
C -0.946 0.339 0.568
O -1.998 -0.098 -0.308
H -0.409 -1.691 0.993
H 0.868 -0.568 1.368
H 0.617 -0.992 -0.290
H -0.532 1.292 0.233
H -1.365 0.525 1.560
H -1.881 0.392 -1.142
C -4.384 -1.556 1.757
C -3.401 -2.659 1.398
O -3.094 -2.646 0.019
H -5.274 -1.610 1.124
H -3.964 -0.564 1.575
H -4.721 -1.571 2.797
H -3.829 -3.633 1.638
H -2.511 -2.523 2.031
H -2.708 -1.759 -0.165
C 5.280 -0.747 1.388
C 3.929 -1.400 1.276
O 3.693 -1.955 -0.036
H 5.382 0.214 0.879
H 6.118 -1.358 1.058
H 5.394 -0.526 2.456
H 3.101 -0.712 1.483
H 3.812 -2.204 2.005
H 3.678 -1.185 -0.620
C 1.198 -4.628 1.545
C 0.856 -3.986 2.879
O 0.512 -4.990 3.832
H 1.403 -3.884 0.775
H 0.398 -5.309 1.248
H 2.081 -5.264 1.645
H 0.014 -3.290 2.774
H 1.696 -3.399 3.254
H -0.283 -5.427 3.514
C 0.004 -0.183 -3.639
C -0.586 1.142 -3.133
O -1.992 1.003 -2.896
H -0.239 -0.920 -2.867
H 1.094 -0.132 -3.619
H -0.376 -0.507 -4.604
H -0.423 1.888 -3.916
H -0.064 1.419 -2.220
H -2.356 0.583 -3.682
C 1.875 -3.783 -4.042
C 2.002 -3.084 -2.703
O 2.732 -3.909 -1.815
H 1.577 -3.079 -4.820
H 1.176 -4.621 -4.031
H 2.839 -4.221 -4.306
H 1.033 -2.829 -2.260
H 2.541 -2.144 -2.890
H 3.116 -3.358 -1.114
C -5.600 0.933 -0.870
C -6.205 0.260 -2.086
O -7.282 1.071 -2.564
H -6.341 0.867 -0.073
H -5.334 1.974 -1.052
H -4.678 0.455 -0.536
H -6.579 -0.734 -1.817
H -5.461 0.137 -2.885
H -7.632 0.647 -3.353
C 1.216 1.983 3.676
C 2.613 1.471 3.923
O 3.507 1.878 2.871
H 0.806 1.681 2.710
H 1.131 3.069 3.750
H 0.509 1.567 4.405
H 2.664 0.380 3.954
H 2.991 1.782 4.902
H 3.815 2.772 3.053
C -2.122 4.029 -0.842
C -1.127 5.168 -0.853
O -1.778 6.334 -0.354
H -2.519 3.815 0.152
H -1.767 3.139 -1.359
H -3.014 4.321 -1.409
H -0.798 5.311 -1.889
H -0.247 4.902 -0.256
H -1.093 7.007 -0.273
C 3.843 3.828 -0.130
C 2.368 3.449 -0.003
O 2.211 2.037 0.118
H 4.440 3.565 0.747
H 3.962 4.907 -0.250
H 4.270 3.304 -0.987
H 1.854 3.797 -0.896
H 1.998 3.934 0.907
H 2.617 1.851 0.981
```

--- ii ---
Molecular formula: C20H60O10
Method: DFT, the ωB97M-V functional and the def2-TZVPD basis

Results
SMILES string: CCO.CCO.CCO.CCO.CCO.CCO.CCO.CCO.CCO.CCO
Spin multiplicity: 1
E_HOMO in eV: -9.7
Frontier orbital gap in Ha: 0.37784

Structure (XYZ):
```
90
C20H60O10 (the ωB97M-V functional and the def2-TZVPD basis)
C -0.678 -0.110 0.585
C 0.313 -1.211 0.171
O 0.516 -1.156 -1.233
H -0.111 0.811 0.718
H -1.145 -0.264 1.558
H -1.448 -0.087 -0.187
H 0.171 -2.242 0.496
H 1.298 -0.932 0.546
H 1.112 -1.861 -1.493
C -0.552 -4.199 3.383
C -0.540 -5.727 3.676
O 0.609 -6.381 3.206
H 0.082 -3.959 2.530
H -0.026 -3.781 4.242
H -1.519 -3.697 3.363
H -1.508 -6.011 3.264
H -0.729 -5.903 4.736
H 0.796 -7.032 3.887
C -3.843 1.914 0.692
C -4.478 2.085 2.065
O -4.031 1.007 2.792
H -4.428 1.110 0.245
H -2.778 1.688 0.758
H -4.072 2.796 0.096
H -5.565 2.102 1.987
H -4.130 2.995 2.555
H -4.383 0.150 2.541
C 4.576 1.198 1.928
C 3.922 0.455 0.781
O 4.964 0.157 -0.146
H 5.341 0.547 2.351
H 3.903 1.325 2.776
H 4.969 2.169 1.626
H 3.125 0.969 0.244
H 3.487 -0.458 1.189
H 4.636 0.062 -1.043
C 2.952 2.951 -2.421
C 3.767 1.814 -2.891
O 3.277 0.544 -2.438
H 3.260 3.875 -2.911
H 2.933 3.002 -1.332
H 1.910 2.822 -2.714
H 4.793 1.873 -2.528
H 3.724 1.817 -3.981
H 2.346 0.771 -2.382
C 1.784 3.313 1.879
C 0.263 3.572 2.150
O -0.167 2.616 3.070
H 2.119 3.926 1.042
H 1.975 2.283 1.576
H 2.396 3.440 2.771
H -0.325 3.571 1.232
H 0.129 4.518 2.674
H -0.971 2.903 3.510
C 0.290 2.219 -5.223
C -0.186 1.059 -4.390
O -0.076 1.226 -2.988
H -0.092 3.227 -5.058
H 0.346 1.965 -6.281
H 1.365 2.292 -5.060
H 0.396 0.177 -4.655
H -1.239 0.922 -4.635
H 0.012 0.392 -2.522
C -4.910 0.728 -3.051
C -4.634 -0.530 -2.144
O -5.709 -0.630 -1.190
H -5.855 0.690 -3.593
H -4.115 0.778 -3.795
H -4.793 1.616 -2.431
H -3.681 -0.454 -1.619
H -4.662 -1.444 -2.738
H -6.515 -0.969 -1.588
C 3.679 -2.467 -5.019
C 2.480 -2.997 -4.238
O 2.553 -4.371 -4.272
H 4.647 -2.896 -4.762
H 3.908 -1.427 -4.788
H 3.407 -2.646 -6.060
H 1.501 -2.599 -4.504
H 2.605 -2.664 -3.207
H 2.432 -4.587 -5.199
C -1.963 -1.139 6.583
C -1.919 -0.027 5.524
O -1.564 -0.643 4.310
H -2.231 -0.847 7.598
H -0.965 -1.576 6.606
H -2.745 -1.804 6.215
H -1.318 0.787 5.928
H -2.900 0.428 5.385
H -1.573 0.070 3.667
```

Stability ranking, top entry: i; the second entry is 200.1 kJ/mol less favorable.

--- i ---
Molecular formula: CH3BrP2
Method: DFT, the ωB97M-V functional and the def2-TZVPD basis

Results
Spin multiplicity: 1
E_HOMO in eV: -7.8
Frontier orbital gap in Ha: 0.26335

Structure (XYZ):
```
7
CH3BrP2 (the ωB97M-V functional and the def2-TZVPD basis)
C 0.662 0.368 -1.116
P -1.086 0.582 1.584
P -0.039 -0.481 0.203
Br -0.275 1.909 -1.686
H 0.520 -1.787 0.359
H 1.068 -0.215 -1.932
H -0.849 -0.375 2.587
```

--- ii ---
Molecular formula: CH3BrP2
Method: DFT, the ωB97M-V functional and the def2-TZVPD basis

Results
Spin multiplicity: 1
E_HOMO (spin up / spin down) in eV: -9.4 / -8.1
Frontier orbital gap (spin up / spin down) in Ha: 0.30415 / 0.17396

Structure (XYZ):
```
7
CH3BrP2 (the ωB97M-V functional and the def2-TZVPD basis)
C 0.955 -0.924 0.066
P -0.089 0.078 -0.661
P -0.771 1.522 0.954
Br -0.852 -3.277 -1.961
H 1.408 -1.734 0.603
H 0.617 1.856 0.996
H -1.268 2.479 0.004
```

Stability ranking, top entry: i; the second entry is 192.5 kJ/mol less favorable.